[1]
{"formula": "C2H2F4OS", "method": "the ωB97M-V functional and the def2-TZVPD basis", "elements": ["C", "C", "O", "F", "F", "F", "F", "S", "H", "H"], "xyz": [[-1.74, -0.79, 0.49], [-1.70, 1.25, -0.08], [0.64, 0.19, -0.05], [-2.94, -1.24, 0.30], [-0.96, -1.42, -0.34], [-2.08, 1.45, -1.35], [-2.62, 1.91, 0.65], [-0.02, 1.71, 0.28], [-1.38, -0.61, 1.48], [1.22, 0.08, -0.74]], "charge": 0, "homo_ha": -0.342, "relative_energy_ev": 1.807, "gap_ha": 0.34704}


[2]
{"formula": "C2H2F5N", "method": "the ωB97M-V functional and the def2-TZVPD basis", "elements": ["C", "C", "N", "F", "F", "F", "F", "F", "H", "H"], "xyz": [[-1.72, 0.39, -0.23], [1.18, 0.13, 0.42], [0.56, -1.10, 0.37], [-1.65, -0.12, -1.39], [-2.39, 1.55, -0.27], [0.38, 1.05, -0.24], [1.30, 0.63, 1.64], [0.62, -1.52, -0.95], [-0.35, -1.35, 0.78], [2.06, 0.33, -0.14]], "charge": 0, "homo_ha": -0.373, "relative_energy_ev": 5.363, "gap_ha": 0.39959}